1.
C39H34Ge2N2OS2Y | ωB97M-V/def2-TZVPD

Computed properties:
Total charge: +1
Relative energy (zero: lowest compared OMol25 entry of this formula, charge and spin) in kcal/mol: 86.0
LUMO (spin up / spin down) in eV: -4.72 / -3.64

Structure (XYZ):
```
81
Properties=species:S:1:pos:R:3:forces:R:3
Y -0.127162 -0.597253 0.021741 0.133 0.677 -0.809
C 4.166432 -3.461532 -1.163380 0.003 0.003 -0.001
O 2.964608 -3.036259 -1.832259 0.004 0.027 0.060
C 1.957678 -2.577426 -1.135063 -0.156 -0.116 -0.209
S 2.001316 -2.449198 0.555351 0.016 0.120 0.028
S 0.601705 -2.133485 -2.076122 0.181 0.205 0.033
H 4.856097 -3.706109 -1.963594 0.014 -0.016 0.022
H 3.953255 -4.335976 -0.551313 0.035 0.015 0.022
H 4.551111 -2.651815 -0.545957 0.026 -0.040 -0.004
Ge -0.181122 -1.591107 2.761873 -0.213 -0.360 0.905
C -1.369682 -0.070852 3.045780 0.137 -0.037 -0.001
C -2.655597 -0.039394 2.510320 -0.166 -0.102 -0.046
C -3.482886 1.056937 2.704489 -0.050 0.000 -0.026
C -3.030473 2.142095 3.435446 -0.019 0.042 0.010
C -1.755588 2.122393 3.985603 0.012 0.023 0.012
C -0.929996 1.030843 3.785261 0.094 0.060 0.039
C -0.934357 -3.355646 2.970021 0.025 0.029 0.081
C -2.127655 -3.758153 2.372862 -0.118 0.101 -0.052
C -2.633179 -5.028693 2.587285 -0.026 -0.037 -0.013
C -1.947356 -5.919068 3.401229 -0.023 -0.025 -0.003
C -0.757881 -5.534292 3.998570 0.025 -0.001 0.005
C -0.251603 -4.261864 3.781517 0.102 -0.031 -0.033
H 1.112639 -1.447829 3.560333 0.022 0.021 0.034
H -3.047109 -0.900801 1.985115 -0.003 -0.025 -0.061
H -4.485530 1.056265 2.297232 -0.014 -0.004 -0.004
H -3.671065 2.998690 3.591971 -0.025 0.016 -0.009
H -1.410065 2.958741 4.577473 0.017 0.017 0.016
H 0.053375 1.025126 4.237102 -0.056 -0.038 0.009
H -2.690127 -3.076513 1.745063 0.018 0.007 -0.005
H -3.565710 -5.324789 2.125301 -0.016 -0.002 -0.006
H -2.342270 -6.910961 3.571560 -0.011 -0.024 0.000
H -0.222402 -6.223866 4.636009 0.015 -0.018 0.018
H 0.682607 -3.980721 4.252305 0.008 0.030 0.008
N -7.216495 -3.211419 -1.884334 -0.136 -0.050 -0.019
C -6.170683 -2.816969 -1.629623 -0.068 -0.010 -0.038
C -4.862038 -2.327551 -1.312531 0.204 -0.029 0.028
C -3.773608 -3.194420 -1.313168 0.087 0.161 0.043
C -2.529035 -2.679525 -0.995477 -0.128 -0.043 0.005
N -2.330971 -1.389252 -0.687402 -0.212 -0.273 0.168
C -3.388205 -0.564365 -0.697897 0.041 0.114 -0.059
C -4.666355 -0.985428 -1.004167 0.059 -0.027 -0.002
H -3.888898 -4.239780 -1.556384 -0.009 -0.021 -0.007
H -1.652243 -3.314771 -0.994336 -0.022 -0.016 0.010
H -3.176485 0.470928 -0.462100 -0.028 -0.013 0.010
H -5.489412 -0.286512 -1.008137 -0.011 0.010 0.002
C -0.772170 1.378143 -1.037323 0.294 -0.257 -0.468
Ge 0.946926 2.188206 -1.498452 -0.286 0.027 -0.004
C 1.635013 1.604673 -3.229612 0.115 0.068 0.166
C 0.828429 0.971696 -4.168172 -0.204 -0.079 0.103
C 1.331824 0.598799 -5.404410 0.042 -0.036 -0.069
C 2.658995 0.848462 -5.715395 0.032 0.010 -0.001
C 3.478565 1.482902 -4.791553 -0.018 -0.042 -0.074
C 2.965332 1.861597 -3.562013 0.041 0.106 0.074
C 2.005754 1.450356 0.000778 0.029 0.000 -0.037
C 3.243441 0.816459 -0.103438 0.067 -0.020 -0.191
C 3.958684 0.442503 1.024352 -0.014 -0.016 0.080
C 3.436717 0.681205 2.287226 0.016 -0.007 -0.052
C 2.198137 1.293629 2.416545 0.046 -0.019 0.070
C 1.482967 1.672397 1.285462 0.063 0.005 -0.005
C 1.005506 4.134381 -1.367580 -0.010 -0.113 -0.025
C 0.279098 4.885943 -2.287573 -0.093 -0.070 -0.132
C 0.299387 6.269421 -2.249874 0.012 0.090 0.025
C 1.053163 6.924570 -1.285738 0.004 -0.006 0.006
C 1.784046 6.188537 -0.366366 -0.022 0.105 -0.018
C 1.756681 4.802781 -0.410028 0.136 -0.110 0.176
H -1.525730 1.628511 -1.791341 -0.135 0.104 0.189
H -0.210114 0.758956 -3.934034 0.015 0.012 0.001
H 0.691152 0.111128 -6.126430 -0.029 -0.015 -0.011
H 3.053549 0.555180 -6.678690 0.011 -0.001 -0.022
H 4.511142 1.691972 -5.035822 0.031 0.006 -0.002
H 3.610028 2.386757 -2.864516 0.002 0.005 0.015
H 3.660841 0.621793 -1.086172 -0.007 0.015 0.007
H 4.923372 -0.035744 0.918573 0.020 -0.008 0.008
H 3.994850 0.398202 3.169140 0.019 -0.004 0.023
H 1.809761 1.512164 3.401806 0.057 0.006 -0.030
H 0.549089 2.221979 1.394059 -0.001 -0.085 0.040
H -0.305760 4.391388 -3.055674 -0.010 -0.024 -0.010
H -0.268196 6.839041 -2.973122 -0.015 0.008 -0.021
H 1.073233 8.005313 -1.255197 0.002 0.026 0.001
H 2.378698 6.693661 0.382631 0.019 0.012 0.022
H 2.340038 4.244623 0.314368 0.003 -0.015 0.002
```
Forces are in eV/Å.

2.
C39H35BN5O2Os | ωB97M-V/def2-TZVPD

Computed properties:
Total charge: +1
Spin multiplicity: 5
LUMO (spin up / spin down) in eV: -2.83 / -4.86

Structure (XYZ):
```
83
Properties=species:S:1:pos:R:3:forces:R:3
Os 0.106075 -0.414855 -0.244271 0.046 -0.067 -0.200
O 1.951496 -0.216093 -0.738692 0.070 0.109 -0.182
C 2.145402 0.428361 -2.012111 0.081 -0.075 -0.077
C 2.042989 1.927967 -1.733791 -0.023 -0.025 0.060
C 0.925046 2.470210 -0.865240 -0.127 -0.143 0.007
C 0.936789 3.838344 -0.655342 0.002 0.100 -0.057
C 0.020532 4.426695 0.191350 0.028 0.033 -0.008
C -0.914526 3.627763 0.820881 -0.058 0.045 0.007
C -0.924084 2.269175 0.587279 0.114 -0.063 -0.125
C -1.908391 1.401806 1.309497 0.053 -0.056 -0.031
C -1.233253 0.476269 2.341249 0.034 -0.115 0.141
O -0.391241 -0.442488 1.651325 -0.373 0.194 0.262
C -2.260450 -0.349805 3.109626 0.022 -0.106 -0.052
C -1.798160 -1.124965 4.171296 0.015 -0.022 -0.013
C -2.657136 -1.960450 4.863231 -0.009 0.008 -0.004
C -3.998754 -2.030933 4.506351 0.009 0.006 -0.011
C -4.468526 -1.261722 3.455556 0.031 0.013 -0.007
C -3.601584 -0.428549 2.755862 0.010 0.045 0.064
C -0.385575 1.337696 3.273793 0.072 0.067 -0.049
C -1.006152 2.116536 4.246627 0.001 0.036 0.009
C -0.264441 2.993220 5.024774 -0.006 -0.025 -0.012
C 1.109026 3.097906 4.842356 -0.007 -0.018 -0.024
C 1.734195 2.316515 3.882480 -0.041 0.005 0.010
C 0.989329 1.442043 3.099047 0.001 -0.024 0.040
N -0.012063 1.698922 -0.256102 0.048 0.055 0.160
C 3.562897 0.126086 -2.489406 0.042 -0.005 0.063
C 4.563652 -0.124805 -1.554197 0.001 -0.009 -0.033
C 5.866684 -0.356431 -1.970927 -0.029 0.008 -0.002
C 6.182327 -0.328332 -3.322313 -0.001 -0.003 0.015
C 5.190321 -0.067642 -4.254950 -0.028 0.000 0.000
C 3.883522 0.155503 -3.841296 0.024 0.022 -0.013
C 1.114874 -0.089972 -3.014448 -0.039 -0.058 0.051
C 1.063364 -1.471405 -3.231906 0.050 0.037 0.006
C 0.164094 -2.015302 -4.129088 -0.013 0.021 -0.010
C -0.688069 -1.183673 -4.849279 0.010 -0.022 0.014
C -0.629272 0.186169 -4.663047 -0.009 0.004 0.029
C 0.262422 0.731404 -3.744318 0.003 0.007 0.026
H 2.038362 2.462369 -2.684069 0.025 0.088 -0.006
H 2.969220 2.225464 -1.237364 0.017 -0.038 0.022
H 1.693158 4.428719 -1.154741 -0.005 0.008 0.015
H 0.044482 5.493344 0.371903 -0.002 -0.008 -0.011
H -1.632203 4.041351 1.514836 0.003 0.009 -0.018
H -2.460480 0.784405 0.606189 -0.104 -0.032 -0.086
H -2.625218 2.045125 1.816252 0.009 0.025 0.015
H -0.752899 -1.072396 4.451744 -0.003 0.003 -0.003
H -2.282484 -2.555455 5.685974 0.000 0.001 -0.010
H -4.673043 -2.680357 5.048933 0.005 0.003 -0.001
H -5.513095 -1.306114 3.174652 0.011 0.004 0.000
H -4.000989 0.160443 1.940750 -0.004 -0.004 -0.028
H -2.074947 2.025364 4.407042 0.005 0.001 0.002
H -0.757079 3.586792 5.784086 -0.001 -0.004 -0.008
H 1.688465 3.775779 5.455149 -0.003 -0.003 -0.002
H 2.806659 2.379855 3.747998 -0.009 -0.007 -0.007
H 1.483216 0.819954 2.363448 0.015 0.019 0.011
H 4.317985 -0.146849 -0.500381 0.016 -0.002 -0.003
H 6.637096 -0.558059 -1.238148 -0.006 -0.004 -0.002
H 7.197811 -0.512043 -3.647212 -0.003 0.007 0.004
H 5.429755 -0.045193 -5.309905 -0.006 0.000 0.003
H 3.114744 0.345148 -4.580788 -0.002 -0.009 0.005
H 1.752188 -2.114502 -2.697323 -0.015 0.000 -0.023
H 0.136517 -3.086235 -4.282390 -0.001 0.005 0.002
H -1.386143 -1.604903 -5.560451 0.005 -0.003 0.002
H -1.280701 0.838534 -5.230285 0.008 0.005 0.002
H 0.284382 1.806625 -3.618942 0.008 0.022 0.000
B -2.286441 -3.016240 0.009443 0.001 0.007 0.151
N -2.667011 -1.643659 -0.669008 0.101 -0.086 -0.100
C -3.915492 -1.263967 -0.912722 -0.099 -0.019 -0.089
C -3.903005 -0.072252 -1.634618 -0.066 -0.018 0.027
C -2.563904 0.215569 -1.796181 0.049 -0.079 -0.030
N -1.814758 -0.742677 -1.212164 -0.148 0.152 0.239
N -0.736953 -3.302249 -0.107293 -0.075 0.134 -0.045
C -0.216710 -4.519530 -0.023786 0.025 -0.135 -0.046
C 1.176206 -4.442140 -0.040548 -0.048 -0.098 0.014
C 1.449240 -3.100651 -0.146691 -0.222 0.038 -0.010
N 0.278581 -2.416692 -0.183240 0.344 -0.150 -0.043
H -2.823911 -3.901624 -0.605692 0.004 0.069 0.046
H -2.618180 -2.984021 1.166630 0.109 0.074 -0.039
H -4.739873 -1.878595 -0.587521 0.017 0.013 -0.011
H -4.748473 0.486465 -1.996357 0.011 -0.027 -0.005
H -2.090740 1.044564 -2.294389 0.028 0.010 0.024
H -0.869566 -5.374518 0.042234 0.019 0.016 -0.015
H 1.878155 -5.255195 0.009439 -0.012 0.006 0.011
H 2.384709 -2.570955 -0.206374 -0.004 0.024 -0.008
```
Forces are in eV/Å.

| no. | DFT total energy (eV) |
| --- | --- |
| 1 | -181760.2749 |
| 2 | -55694.6516 |